[1]
18
Properties=species:S:1:pos:R:3:forces:R:3:lowdin_spin:R:1 method="wB97M-V/def2-TZVPD" largest_force_ev_per_a=6.34 total_energy_ev=-56197.3461 total_charge=0 orbital_gap_ha="0.2639 / 0.1501" s_squared=8.761 spin_multiplicity=6
O 3.253560 1.583793 0.727442 -0.60 0.17 -0.55 0.19
C 2.545586 0.627322 1.144981 -1.75 0.01 -1.07 0.05
O 2.949377 -0.127578 2.071326 -0.96 -0.98 0.29 0.20
O 1.360017 0.452097 0.576272 0.02 0.18 -0.12 0.02
O -0.947070 -0.682366 -0.833352 -1.06 0.35 -0.21 0.08
C -2.094429 -0.310582 -1.464465 5.75 0.73 -2.57 0.04
O -3.167823 -0.254229 -0.867005 -2.51 0.42 1.20 0.70
O -2.022501 -0.889232 -2.693049 -0.94 0.66 0.91 0.11
C -0.874947 -0.410211 0.558503 -0.21 0.36 0.96 0.00
C 0.534061 -0.618213 1.047020 0.14 -0.37 0.20 0.00
Co 4.506697 0.959394 2.035196 3.05 0.68 1.23 3.53
H -2.883863 -0.794138 -3.116717 -0.11 0.16 -0.43 0.00
H -1.545745 -1.104956 1.084352 0.25 0.09 -0.03 0.00
H -1.201180 0.614830 0.784636 0.10 -0.16 -0.31 0.00
H 0.940191 -1.574238 0.689521 -0.09 0.21 0.10 0.00
H 0.530011 -0.622152 2.143650 -0.01 -0.05 -0.23 0.00
O -1.366243 1.797329 -1.920660 -1.56 -2.63 0.77 0.07
H -0.515699 1.353132 -1.967653 0.51 0.19 -0.16 0.00

[2]
14
Properties=species:S:1:pos:R:3:forces:R:3:lowdin_spin:R:1 method="wB97M-V/def2-TZVPD" largest_force_ev_per_a=7.34 total_energy_ev=-38783.3690 total_charge=+2 orbital_gap_ha="0.1415 / 0.1798" s_squared=6.014 spin_multiplicity=5
H 0.741200 -1.212148 0.519182 -1.00 -0.42 -0.58 0.00
O -1.292057 -0.544870 0.680419 -2.94 1.20 3.04 0.02
O -0.444003 1.444452 1.111867 -2.25 0.85 2.68 0.00
O -1.829361 0.516421 2.594396 -1.53 1.38 1.88 0.02
C 0.399666 -0.335714 -0.027713 2.83 1.36 -0.29 0.01
C 0.531399 0.999605 0.342005 0.28 -2.41 -2.53 -0.01
C -1.376121 0.437906 1.450615 5.04 -1.98 -4.95 0.01
H 1.172115 1.761413 -0.101506 -0.31 -0.24 0.04 0.00
Cr -3.018927 -0.111470 3.769566 -0.75 -0.44 0.64 3.96
H 1.638362 -0.748417 -0.912423 -1.79 1.25 -1.71 0.00
C 0.913074 -0.564460 -2.096376 1.87 -0.22 0.65 0.00
H 0.931717 -1.614681 -2.407974 0.40 0.30 0.05 0.00
H -0.044956 -0.134643 -2.415339 0.03 -0.09 1.25 0.00
H 1.677891 0.106605 -2.506717 0.12 -0.54 -0.18 0.00

[3]
13
Properties=species:S:1:pos:R:3:forces:R:3:lowdin_spin:R:1 method="wB97M-V/def2-TZVPD" largest_force_ev_per_a=2.91 total_energy_ev=-7035.4130 total_charge=+1 orbital_gap_ha="0.1111 / 0.2482" s_squared=0.764 spin_multiplicity=2
O -0.628538 1.225415 1.100619 -0.39 0.81 0.63 0.05
C -0.288281 0.187522 1.672544 0.14 -1.11 -2.43 0.07
C -0.157213 -1.089190 0.924864 0.68 0.64 -1.11 0.23
Cs -2.673376 4.748128 2.206308 0.09 -0.18 0.02 0.01
Li -0.147420 1.296332 -1.504005 0.09 -0.96 0.63 0.05
H -0.048395 0.133306 2.734264 0.22 0.53 0.44 0.01
H -1.044162 -1.706680 1.012611 0.00 -0.16 -0.35 0.01
H 0.775289 -1.586792 1.163144 -0.15 -0.46 0.48 0.01
C 0.095973 -0.872987 -1.252521 1.23 2.52 0.60 0.30
C 1.286721 -0.420246 -1.891312 -2.71 -0.79 0.67 0.20
H -0.587072 -1.529282 -1.770065 0.19 -0.52 0.02 0.01
H 1.456003 -0.705991 -2.924667 0.43 -0.24 0.13 0.02
H 1.960477 0.320460 -1.471790 0.19 -0.07 0.27 0.02

[4]
14
Properties=species:S:1:pos:R:3:forces:R:3:lowdin_spin:R:1 method="wB97M-V/def2-TZVPD" largest_force_ev_per_a=4.46 total_energy_ev=-55003.9693 total_charge=+2 orbital_gap_ha="0.3211 / 0.2110" s_squared=0.753 spin_multiplicity=2
O 0.953582 0.996173 -0.185269 0.53 0.39 -0.29 0.08
Cu 2.943416 0.713919 -0.242013 0.30 0.18 0.19 0.64
O 1.997851 -0.892140 -0.011733 1.82 -0.14 -0.29 0.22
C 0.905863 -0.321815 -0.157800 -4.41 -0.47 0.49 0.01
O -0.248905 -0.878758 -0.197872 1.47 1.57 -0.10 0.01
C -0.340102 -2.318025 -0.080527 -0.10 -1.40 0.06 0.00
H -1.405402 -2.541744 -0.158104 0.28 0.08 0.01 0.00
H 0.219780 -2.779758 -0.899203 -0.16 0.07 0.18 0.00
H 0.056043 -2.619972 0.893780 -0.11 0.05 -0.21 0.00
C -0.349270 2.009333 -0.243015 0.49 -0.42 -0.36 0.01
C -1.214576 2.005195 0.715525 -0.22 0.57 -1.75 0.01
H -0.298715 2.512478 -1.205623 0.45 -0.23 0.29 0.00
H -1.318297 1.347752 1.575734 -0.29 0.67 -0.01 0.00
H -1.901272 2.767368 0.196114 -0.06 -0.93 1.80 0.00

[5]
13
Properties=species:S:1:pos:R:3:forces:R:3:lowdin_spin:R:1 method="wB97M-V/def2-TZVPD" largest_force_ev_per_a=4.52 total_energy_ev=-27656.3038 total_charge=+1 orbital_gap_ha="0.2319 / 0.3022" s_squared=20.007 spin_multiplicity=9
C 1.466861 2.656180 -0.127451 -0.52 0.01 -0.07 0.01
O 2.318514 3.614546 -0.534444 0.14 0.12 -0.23 0.02
H 0.429527 2.915706 -0.340892 0.29 0.01 0.10 0.00
H 3.185109 3.534699 -0.118414 -0.02 0.06 0.11 0.00
C 0.564536 1.348821 3.056199 2.39 -3.81 0.44 0.00
C 0.748302 1.013632 1.752700 -0.71 3.05 -0.88 0.00
C 1.774998 1.662501 0.896784 0.17 -0.06 -0.08 0.01
O 1.758321 1.279964 -0.518185 0.46 -0.25 -0.51 0.12
Eu 3.295320 0.082511 -2.152513 -0.30 0.17 0.20 7.83
H 1.377371 1.857586 3.586726 -0.15 0.27 -0.34 0.00
H -0.173217 0.700758 1.238796 0.82 -1.36 0.03 0.00
H 0.752962 0.128229 3.172419 -2.26 1.72 1.22 0.00
H 2.791830 1.673495 1.303788 -0.31 0.08 -0.01 0.01

[6]
28
Properties=species:S:1:pos:R:3:forces:R:3:mulliken_charge:R:1 method="wB97M-V/def2-TZVPD" largest_force_ev_per_a=2.18 total_energy_ev=-77918.2368 total_charge=-1 orbital_gap_ha=0.4123
K -1.627833 -0.514237 -1.015830 -0.05 0.57 -0.05 1.04
P -1.930807 -3.755848 0.218274 -1.80 -0.90 0.83 1.21
F -3.009899 -4.942886 -0.022335 0.32 0.29 0.05 -0.35
F -0.927118 -4.405028 -0.840579 0.13 0.13 -0.22 -0.34
F -2.689602 -2.905904 -0.975932 0.54 0.23 -0.19 -0.42
F -0.884764 -2.522176 0.445049 0.39 0.28 -0.15 -0.46
F -2.935150 -3.019450 1.277532 0.25 -0.17 -0.27 -0.35
F -1.275130 -4.585913 1.421549 0.33 0.17 -0.06 -0.36
P -1.194522 3.544198 -2.157843 0.25 0.26 0.23 1.18
F -1.236612 5.150757 -2.162074 0.16 0.02 0.05 -0.37
F -0.026952 3.533047 -3.270291 0.11 -0.01 -0.12 -0.37
F -0.059389 3.520041 -0.998241 -0.13 0.10 -0.07 -0.35
F -1.188514 1.899903 -2.156588 0.13 -0.81 0.05 -0.39
F -2.346267 3.497254 -1.036034 -0.19 0.01 0.15 -0.35
F -2.298180 3.489545 -3.321338 -0.34 0.05 -0.26 -0.37
C 3.021999 0.444289 0.107151 0.45 0.05 0.11 -1.59
C 1.839042 -0.289389 0.681034 -0.02 -0.18 -0.52 0.59
C 1.854343 -0.469746 2.205189 0.32 0.48 -0.33 -0.41
O 0.772180 0.333962 2.661566 -0.32 -0.10 0.05 -0.38
C 0.073308 0.862471 1.623608 1.29 -0.30 0.14 0.61
O -0.841282 1.595279 1.734661 -0.65 -0.01 -0.14 -0.46
O 0.642480 0.463498 0.450253 -0.56 0.04 0.09 -0.24
H 2.871241 0.708089 -0.937658 -0.20 0.05 0.01 0.34
H 3.889112 -0.223230 0.137657 0.01 0.10 0.12 0.41
H 3.247855 1.348634 0.674251 -0.02 0.03 -0.05 0.38
H 1.751094 -1.226328 0.126934 -0.29 -0.12 0.30 0.20
H 2.764125 -0.026276 2.613724 0.05 -0.26 0.11 0.29
H 1.745243 -1.504553 2.516310 -0.18 0.01 0.11 0.31

[7]
14
Properties=species:S:1:pos:R:3:forces:R:3:mulliken_charge:R:1 method="wB97M-V/def2-TZVPD" largest_force_ev_per_a=6.93 total_energy_ev=-13208.3824 total_charge=+1 orbital_gap_ha=0.3841
C 0.934953 -0.996463 -0.299100 0.27 3.76 2.35 -0.31
C -0.165940 0.931090 -0.486079 -3.77 1.12 0.62 0.03
C 1.996998 -0.274831 0.086610 1.09 -0.56 0.08 0.35
C -1.410724 -0.684927 0.661363 -3.00 -3.84 -4.93 -0.84
N -0.270945 -0.290957 -0.099312 0.97 2.53 -0.23 0.13
O -1.060256 1.795158 -0.100425 -0.96 -1.00 1.60 -0.42
F 3.191111 -0.703378 -0.071138 1.00 -0.74 -0.31 -0.18
F 2.095614 0.923728 0.661866 -1.18 -0.80 -0.33 -0.18
H 0.881868 -1.913568 -0.703842 0.39 -3.06 -1.26 0.50
H 0.454617 1.368165 -1.155019 2.74 0.10 -2.15 0.48
H -1.479497 -0.502710 1.653895 0.53 0.76 3.09 0.37
H -1.416633 -1.811773 0.410869 -0.37 1.48 1.12 0.33
H -2.381770 -0.310510 0.139093 1.85 -0.37 0.95 0.31
H -1.369402 2.470977 -0.698780 0.45 0.63 -0.61 0.42

[8]
14
Properties=species:S:1:pos:R:3:forces:R:3:mulliken_charge:R:1 method="wB97M-V/def2-TZVPD" largest_force_ev_per_a=4.01 total_energy_ev=-13884.4748 total_charge=0 smiles=N[C@H]1[C@@H](F)[C@@H](F)[C@H]1F orbital_gap_ha=0.3697
C -0.697225 0.531484 0.070960 -2.25 2.25 2.35 -0.06
C -0.650355 -0.942608 0.044218 -0.93 -3.13 0.64 -0.17
C 0.915522 -0.761780 -0.388582 -1.44 -2.39 0.36 -0.16
C 0.341055 0.467895 -1.108937 -2.11 0.20 -1.36 0.28
H 0.667749 0.420667 1.768063 -1.29 0.76 -0.51 0.31
H -0.014036 1.884664 1.402494 0.43 1.23 0.32 0.23
H -1.750936 1.088012 -0.044803 2.44 -1.18 -0.08 0.32
H -1.262751 -1.407647 -0.824671 1.33 0.63 1.52 0.27
H 1.211055 -1.723825 -0.844202 0.76 1.00 -0.19 0.37
H -0.384874 0.148324 -2.130649 2.78 1.08 2.69 0.24
N -0.197140 0.916403 1.469513 -0.51 -0.89 -1.46 -0.67
F -1.120757 -1.778763 1.245628 1.60 2.37 -2.80 -0.35
F 1.789736 -0.411811 0.648812 -0.16 -0.84 -1.42 -0.31
F 1.152958 1.568983 -1.307844 -0.65 -1.09 -0.07 -0.30